# 1
# C4H6N2

The molecule C4H6N2 (the ωB97M-V functional and the def2-TZVPD basis, OMol25).

Geometry as XYZ:
```
12
Properties=species:S:1:pos:R:3:forces:R:3
C -1.740 -0.211 -0.034 -0.158 0.035 0.007
C -0.263 0.032 0.020 0.121 -0.051 0.002
C 0.424 1.267 0.089 -0.026 0.065 -0.065
N 1.740 1.111 0.071 -0.197 -0.029 0.026
N 1.914 -0.212 0.000 0.132 -0.097 0.011
C 0.748 -0.901 -0.029 0.015 0.068 -0.021
H -2.278 0.707 0.220 0.016 -0.117 -0.052
H -2.060 -0.521 -1.036 0.047 0.082 0.187
H -2.063 -0.985 0.672 0.114 0.126 -0.113
H 0.007 2.267 0.140 0.047 -0.207 0.001
H 2.853 -0.573 -0.029 -0.165 -0.005 0.020
H 0.717 -1.980 -0.084 0.055 0.131 -0.003
```
Forces are in eV/Å.

Computed properties:
**Max |F|**: 0.21 eV/A
**Structure (SMILES)**: Cc1cn[nH]c1

# 2
# C47H58AsBN6PPbS3Se3Te

A structure of composition C47H58AsBN6PPbS3Se3Te (the ωB97M-V functional and the def2-TZVPD basis, OMol25).

Geometry as XYZ:
```
122
Properties=species:S:1:pos:R:3:forces:R:3
Pb 1.292 1.097 -0.688 0.273 -0.127 -0.202
C -2.449 4.048 3.829 -0.065 -0.036 -0.048
C -1.297 4.012 2.830 0.121 0.030 -0.024
C -0.846 5.453 2.569 -0.041 -0.022 -0.065
C -0.155 3.158 3.419 -0.076 -0.045 -0.023
N -1.804 3.447 1.530 -0.019 -0.038 -0.031
C -3.134 3.152 1.269 0.105 0.024 0.134
C -3.246 2.930 -0.050 0.092 -0.057 -0.213
N -1.997 3.082 -0.627 -0.116 0.250 0.026
B -1.894 3.213 -2.187 0.228 -0.143 0.074
N -1.910 1.863 -2.954 -0.072 -0.134 0.079
C -2.171 1.861 -4.309 0.014 0.128 0.138
C -1.975 0.615 -4.769 -0.009 -0.173 0.004
N -1.599 -0.173 -3.691 0.034 0.002 0.008
C -1.561 0.614 -2.588 0.003 0.231 -0.191
S -1.165 0.133 -0.972 -0.117 -0.061 -0.110
C -1.236 -1.630 -3.789 -0.018 -0.031 0.161
C -1.384 -2.075 -5.240 0.004 0.078 -0.042
C -2.194 -2.453 -2.924 -0.066 0.106 -0.071
C 0.223 -1.825 -3.358 0.009 0.042 0.051
N -0.659 4.064 -2.599 -0.066 0.067 -0.182
C -0.748 5.441 -2.530 -0.094 -0.179 0.098
C 0.435 5.955 -2.900 0.170 -0.033 -0.001
N 1.271 4.891 -3.209 -0.022 0.061 -0.059
C 0.580 3.733 -3.022 0.008 0.208 0.147
S 1.186 2.135 -3.274 -0.024 0.043 -0.034
C 2.692 5.055 -3.676 0.003 -0.133 -0.016
C 2.843 4.456 -5.076 -0.082 0.016 0.053
C 3.635 4.396 -2.666 -0.017 0.001 0.021
C 3.023 6.543 -3.749 -0.083 0.025 0.046
C -1.120 3.377 0.354 -0.152 -0.152 0.084
S 0.598 3.544 0.192 -0.147 0.082 0.047
H -2.070 4.459 4.765 0.006 -0.031 -0.021
H -2.831 3.045 4.033 0.000 0.039 0.004
H -3.267 4.686 3.489 0.035 -0.005 0.046
H -0.599 5.930 3.518 -0.009 -0.028 -0.025
H -1.651 6.021 2.095 0.016 -0.008 0.039
H 0.032 5.489 1.928 0.003 0.003 0.005
H 0.622 3.804 3.827 -0.025 -0.011 -0.005
H 0.310 2.519 2.673 0.012 0.021 -0.007
H -0.525 2.527 4.229 0.012 0.047 -0.024
H -3.889 3.117 2.032 0.069 0.014 -0.016
H -4.109 2.664 -0.638 0.063 0.061 0.023
H -2.870 3.830 -2.532 0.023 -0.025 -0.018
H -2.462 2.758 -4.831 0.004 -0.053 0.055
H -2.084 0.229 -5.765 0.020 0.008 0.071
H -2.403 -1.934 -5.606 0.033 -0.023 -0.004
H -1.160 -3.140 -5.286 0.012 0.002 0.005
H -0.685 -1.554 -5.898 -0.033 -0.034 0.010
H -3.220 -2.336 -3.281 0.034 -0.026 0.003
H -2.153 -2.143 -1.882 0.021 -0.031 0.014
H -1.918 -3.507 -2.981 0.001 0.111 -0.016
H 0.854 -1.039 -3.781 -0.003 -0.045 -0.033
H 0.583 -2.790 -3.719 -0.048 0.023 0.025
H 0.325 -1.812 -2.273 -0.006 0.011 -0.040
H -1.652 5.931 -2.209 0.049 -0.042 -0.054
H 0.742 6.981 -2.961 0.007 -0.065 -0.027
H 2.641 3.388 -5.079 0.015 -0.005 -0.006
H 3.863 4.618 -5.428 -0.034 0.012 0.019
H 2.155 4.947 -5.768 0.046 -0.013 0.002
H 3.487 3.318 -2.634 -0.019 0.010 0.001
H 3.468 4.808 -1.668 0.022 -0.003 -0.032
H 4.668 4.597 -2.960 -0.043 0.019 0.014
H 2.369 7.070 -4.446 0.042 -0.002 0.008
H 4.044 6.641 -4.114 0.002 -0.005 0.011
H 2.970 7.021 -2.769 0.011 0.000 -0.039
Se 4.965 1.282 -0.291 0.289 -0.020 -0.005
Se 5.576 1.188 -2.585 -0.201 -0.065 -0.034
Te 6.315 -1.221 -2.124 0.055 0.159 0.128
Se 4.523 -1.049 -0.306 -0.173 0.001 -0.062
C 0.542 -2.863 1.304 0.124 0.205 0.006
C 1.959 -3.413 1.290 -0.159 0.042 0.027
As 2.078 -5.391 1.178 -0.042 0.064 -0.049
C 0.775 -5.608 -0.273 0.012 -0.031 -0.047
C 1.295 -5.802 -1.552 0.004 0.020 0.067
C 0.456 -5.941 -2.652 -0.024 0.033 -0.011
C -0.920 -5.894 -2.482 0.028 -0.040 0.072
C -1.451 -5.698 -1.212 0.057 0.004 0.018
C -0.610 -5.552 -0.116 -0.035 -0.035 -0.075
C 0.961 -5.837 2.716 -0.008 -0.041 0.042
C 0.963 -5.045 3.863 0.009 0.009 -0.033
C 0.210 -5.405 4.973 0.014 -0.010 -0.009
C -0.543 -6.570 4.955 0.011 -0.011 -0.018
C -0.521 -7.386 3.832 0.003 0.025 0.021
C 0.231 -7.024 2.723 0.008 0.058 0.013
P 0.403 -1.038 1.638 -0.138 -0.259 0.262
C -1.347 -0.989 2.194 0.036 0.063 -0.006
C -2.300 -1.813 1.592 0.009 0.009 -0.008
C -3.633 -1.756 1.974 0.008 -0.018 -0.016
C -4.040 -0.871 2.961 0.000 0.013 0.013
C -3.106 -0.032 3.554 0.057 0.047 -0.014
C -1.774 -0.084 3.167 -0.050 -0.066 -0.026
C 1.362 -0.840 3.184 -0.056 0.093 -0.019
C 2.592 -0.191 3.084 -0.027 0.000 0.068
C 3.386 0.016 4.205 -0.017 -0.024 -0.025
C 2.942 -0.412 5.448 0.013 0.017 -0.017
C 1.723 -1.070 5.560 -0.026 -0.028 -0.021
C 0.940 -1.290 4.436 0.073 -0.073 -0.013
H -0.070 -3.360 2.057 -0.018 -0.095 0.038
H 0.079 -3.037 0.331 -0.040 -0.005 0.005
H 2.528 -3.108 2.170 0.022 0.014 0.007
H 2.495 -3.047 0.417 0.123 0.044 -0.084
H 2.370 -5.852 -1.688 -0.016 -0.039 -0.020
H 0.877 -6.101 -3.637 0.001 -0.007 0.015
H -1.580 -6.019 -3.331 0.012 -0.016 -0.002
H -2.525 -5.661 -1.073 0.010 -0.003 0.003
H -1.041 -5.398 0.865 0.008 -0.042 0.040
H 1.560 -4.140 3.899 -0.056 0.011 0.017
H 0.218 -4.777 5.856 0.000 -0.011 -0.029
H -1.138 -6.847 5.817 0.029 -0.003 -0.017
H -1.087 -8.309 3.821 0.009 0.022 -0.010
H 0.248 -7.671 1.853 -0.038 -0.016 -0.021
H -2.007 -2.504 0.809 -0.030 -0.003 0.058
H -4.354 -2.414 1.505 0.023 0.024 -0.001
H -5.077 -0.839 3.274 0.035 0.001 -0.025
H -3.415 0.658 4.332 0.019 -0.037 -0.020
H -1.052 0.563 3.644 0.019 0.011 0.027
H 2.932 0.158 2.113 0.001 0.045 -0.015
H 4.344 0.513 4.109 -0.042 -0.001 0.004
H 3.545 -0.231 6.329 -0.016 -0.036 -0.030
H 1.382 -1.413 6.530 0.004 0.003 -0.032
H -0.001 -1.820 4.529 -0.026 0.046 0.015
```
Forces are in eV/Å.

Computed properties:
**Max |F|**: 0.39 eV/A
**Net charge**: +1

# 3
# C4H6BClN2O2

The molecule C4H6BClN2O2 at a distorted geometry (the ωB97M-V functional and the def2-TZVPD basis, OMol25).

Geometry as XYZ:
```
16
Properties=species:S:1:pos:R:3:forces:R:3
B -1.699 -0.877 1.871 -0.410 -0.117 -0.092
C -0.995 -0.247 0.683 6.015 1.354 -0.495
C 1.011 0.182 0.513 -6.133 -1.279 0.508
C 0.949 0.528 -0.783 0.041 -0.045 0.265
C 2.110 0.962 -1.620 -0.121 -0.077 0.008
N -0.273 0.479 -1.381 -0.097 0.230 -0.915
N -1.212 0.064 -0.566 -0.133 -0.106 0.287
O -1.039 -0.926 3.053 0.483 0.122 0.318
O -2.953 -1.377 1.666 -0.443 -0.113 -0.230
Cl 2.109 0.034 1.746 0.565 0.030 0.203
H 2.253 0.264 -2.442 0.041 -0.018 -0.064
H 1.919 1.946 -2.041 0.055 0.078 -0.020
H 3.011 0.986 -1.015 0.096 0.069 -0.028
H -2.138 0.023 -0.991 0.229 -0.030 0.111
H -1.481 -1.353 3.788 -0.097 -0.054 0.028
H -3.365 -1.800 2.421 -0.090 -0.044 0.117
```
Forces are in eV/Å.

Computed properties:
**Max |F|**: 6.29 eV/A

Which energy relative to the best compared isomer or geometry (same formula, charge and spin) belongs to each record? In order, 13.19 0.00 41.73 kcal/mol.
Which LUMO belongs to each record? In order, 1.04 -3.49 0.16 eV.
Which HOMO level belongs to each record? In order, -0.3325 -0.3556 -0.2865 Eh.